Entry 1:
Below is an isolated ion of composition C5H14N2O and charge +2 in a non-equilibrium geometry, with properties calculated with ωB97M-V/def2-TZVPD.

The geometry in XYZ format:
```
22
Properties=species:S:1:pos:R:3:forces:R:3
C 0.5949 -1.9975 1.3183 -0.70 -0.47 0.96
C -0.4761 -1.4060 0.8094 1.29 -0.39 -0.73
N -1.5355 -2.2127 0.0797 0.65 0.12 0.24
C -0.6347 0.0773 0.6964 -1.97 0.73 1.40
C 0.0866 0.7941 -0.4289 -1.32 -1.05 -1.23
N -0.4754 2.1735 -0.6939 -0.01 0.31 -1.51
C 1.5816 0.9379 -0.3054 1.17 1.96 0.72
O 2.1792 1.7741 -1.2734 -0.70 -0.42 -1.55
H 1.4267 -1.4410 1.6838 0.22 0.92 0.21
H 0.7142 -3.0079 1.6846 -0.35 -0.58 -0.90
H -1.1484 -2.5677 -0.8108 -0.29 0.23 0.24
H -2.3380 -1.6058 -0.1054 -0.14 -0.37 -0.10
H -1.8490 -3.0429 0.5898 -0.08 0.02 0.26
H -1.7322 0.2400 0.6288 0.29 0.10 -0.66
H -0.5630 0.5280 1.6938 1.01 -0.06 -0.07
H -0.2687 0.1869 -1.2959 0.89 0.66 -0.07
H -0.1248 2.8373 0.0011 -0.30 0.20 0.09
H -0.0849 2.4968 -1.6228 -0.09 -0.22 1.13
H -1.5093 2.2357 -0.8215 0.78 -0.11 0.57
H 1.8168 1.6533 0.5206 -0.51 -1.39 0.58
H 2.1052 -0.0054 -0.1999 -0.10 -0.22 0.16
H 2.2350 1.3521 -2.1482 0.25 0.04 0.26
```
Forces are in eV/Å.

Results
max |F|: 2.5 eV/A
SMILES: C=C([NH3+])C[C@@H]([NH3+])CO
HOMO-LUMO gap: 11.36 eV
net charge: +2
E_LUMO: -7.140 eV
ΔE to the lowest compared entry with this formula, charge and spin: 33.16 kcal/mol
molecular weight: 118.2 g/mol
E_HOMO: -18.500 eV

Atomic partial charges in e from the natural (NBO) method, atoms 1 to 2: -0.29 0.10

=====

Entry 2:
Below is C3H11NO4 as an isolated structure in a non-equilibrium geometry, with properties calculated with ωB97M-V/def2-TZVPD.

The geometry in XYZ format:
```
19
Properties=species:S:1:pos:R:3:forces:R:3
H -0.2901 -1.3875 -0.8607 -0.30 2.12 -0.62
O -0.3994 -2.6017 -0.6472 3.42 -0.40 1.82
O -0.1612 -0.2566 -1.1476 -0.26 0.87 1.53
H -0.0615 -2.5328 0.3018 -1.40 -0.40 -0.98
H 0.5896 -2.6788 -1.0040 -1.57 -0.18 -0.57
C 0.4535 0.5884 -0.2680 -0.02 -2.61 -1.90
O 1.6682 0.5299 -0.1668 -0.23 0.56 0.56
C -0.3932 1.5341 0.5660 0.67 2.02 0.58
H -0.0531 2.6343 0.1755 -1.20 -2.26 0.53
N 0.1106 1.3449 1.9415 1.38 -0.39 0.30
H 1.1790 1.3498 2.0038 -2.37 0.29 -0.14
H -0.3674 1.8624 2.6881 0.52 -0.10 -0.82
C -1.9334 1.3186 0.5081 0.92 4.33 -1.04
H -2.4559 2.3036 0.7765 0.85 -1.21 0.51
H -2.2263 1.3574 -0.5240 -0.11 -1.04 -0.65
H -2.3384 0.5524 1.0853 -0.35 -1.50 0.71
O 2.0129 -2.2630 -1.6522 0.02 -0.68 -3.80
H 2.5123 -1.6678 -1.1214 0.59 1.28 0.57
H 2.1537 -1.9876 -2.6547 -0.53 -0.69 3.40
```
Forces are in eV/Å.

Results
max |F|: 4.5 eV/A
HOMO-LUMO gap: 9.22 eV
E_LUMO: 0.396 eV
ΔE to the lowest compared entry with this formula, charge and spin: 61.15 kcal/mol
molecular weight: 125.1 g/mol
E_HOMO: -8.828 eV

Atomic partial charges in e from the natural (NBO) method, atoms 1 to 2: 0.50 -0.86

=====

Copy entry 1 word for word.
Below is an isolated ion of composition C5H14N2O and charge +2 in a non-equilibrium geometry, with properties calculated with ωB97M-V/def2-TZVPD.

The geometry in XYZ format:
```
22
Properties=species:S:1:pos:R:3:forces:R:3
C 0.5949 -1.9975 1.3183 -0.70 -0.47 0.96
C -0.4761 -1.4060 0.8094 1.29 -0.39 -0.73
N -1.5355 -2.2127 0.0797 0.65 0.12 0.24
C -0.6347 0.0773 0.6964 -1.97 0.73 1.40
C 0.0866 0.7941 -0.4289 -1.32 -1.05 -1.23
N -0.4754 2.1735 -0.6939 -0.01 0.31 -1.51
C 1.5816 0.9379 -0.3054 1.17 1.96 0.72
O 2.1792 1.7741 -1.2734 -0.70 -0.42 -1.55
H 1.4267 -1.4410 1.6838 0.22 0.92 0.21
H 0.7142 -3.0079 1.6846 -0.35 -0.58 -0.90
H -1.1484 -2.5677 -0.8108 -0.29 0.23 0.24
H -2.3380 -1.6058 -0.1054 -0.14 -0.37 -0.10
H -1.8490 -3.0429 0.5898 -0.08 0.02 0.26
H -1.7322 0.2400 0.6288 0.29 0.10 -0.66
H -0.5630 0.5280 1.6938 1.01 -0.06 -0.07
H -0.2687 0.1869 -1.2959 0.89 0.66 -0.07
H -0.1248 2.8373 0.0011 -0.30 0.20 0.09
H -0.0849 2.4968 -1.6228 -0.09 -0.22 1.13
H -1.5093 2.2357 -0.8215 0.78 -0.11 0.57
H 1.8168 1.6533 0.5206 -0.51 -1.39 0.58
H 2.1052 -0.0054 -0.1999 -0.10 -0.22 0.16
H 2.2350 1.3521 -2.1482 0.25 0.04 0.26
```
Forces are in eV/Å.

Results
max |F|: 2.5 eV/A
SMILES: C=C([NH3+])C[C@@H]([NH3+])CO
HOMO-LUMO gap: 11.36 eV
net charge: +2
E_LUMO: -7.140 eV
ΔE to the lowest compared entry with this formula, charge and spin: 33.16 kcal/mol
molecular weight: 118.2 g/mol
E_HOMO: -18.500 eV

Atomic partial charges in e from the natural (NBO) method, atoms 1 to 2: -0.29 0.10

=====

> What is the formula in the second record?

C3H11NO4